The following is a DFT calculation (ωB97M-V with the def2-TZVPD basis set) of a molecular structure, C38H80InN4O6 in a non-equilibrium geometry.

Geometry as XYZ:
```
129
Properties=species:S:1:pos:R:3:forces:R:3:mulliken_charge:R:1
In -0.42684 -2.80322 -1.08258 0.3 0.4 -0.6 1.33
O -0.76818 -0.84340 -3.10394 1.4 -1.1 0.8 -0.42
C -1.34939 0.17986 -2.67245 -1.2 -0.2 -3.7 -0.36
C -1.27380 0.29642 -0.95358 0.4 0.3 6.3 0.88
O -1.32496 -0.74347 -0.16837 -0.1 -0.5 -1.8 -0.89
H -2.41932 0.08720 -2.90831 -0.6 0.3 1.1 0.49
H -0.94850 1.13291 -3.03671 0.4 0.4 0.8 0.17
H -2.10105 0.95853 -0.64606 -0.8 -0.1 -1.5 -0.21
H -0.37787 0.83763 -0.59845 0.8 0.1 -1.8 0.06
C -0.57625 2.09468 6.87951 1.2 -0.1 0.0 -1.74
C -1.48617 2.18632 5.61268 1.4 1.0 1.3 1.29
C -1.65101 3.65894 5.17924 0.8 -0.1 1.4 -0.95
C -0.49002 4.28756 4.45942 0.9 -0.3 -1.3 -0.90
C -0.08090 3.37686 3.28318 -1.1 1.5 1.1 -1.48
C 0.24176 1.96777 3.74077 0.6 -0.2 -1.7 2.04
N -0.89177 1.43430 4.49720 -1.7 0.1 0.1 0.91
O -0.81082 0.07829 4.85722 0.6 -0.1 -0.5 -0.49
C 0.32082 1.20898 2.39083 -0.1 -1.2 0.0 -1.62
C 1.64363 1.88471 4.39917 0.2 -1.3 -1.0 -1.55
C -2.87936 1.76590 6.07196 -0.5 -1.3 -2.7 -1.75
H -1.04799 2.44884 7.79534 -0.2 0.2 -0.2 0.45
H 0.40750 2.56963 6.78685 -0.3 0.7 -0.2 0.37
H -0.20389 1.09625 7.13876 -0.7 -0.4 -0.2 0.35
H -2.59780 3.75043 4.64885 0.0 0.3 0.0 0.31
H -1.62340 4.16105 6.15115 -1.1 0.3 -0.1 0.38
H 0.36254 4.47206 5.11652 -0.1 0.0 0.2 0.37
H -0.78775 5.23060 3.99690 0.0 0.2 0.4 0.44
H 0.69491 3.81265 2.65132 0.3 -0.2 0.2 0.51
H -0.99976 3.45767 2.69069 0.1 -0.9 -0.4 0.13
H 1.24178 1.35495 1.82747 0.1 0.5 0.3 -0.13
H 0.29486 0.12623 2.54857 -0.2 0.0 0.1 0.53
H -0.49796 1.47777 1.72074 -0.2 0.0 0.2 0.16
H 2.37224 1.44200 3.70683 -0.2 0.4 -0.5 0.42
H 2.11175 2.83419 4.64362 -0.4 -0.1 1.0 0.37
H 1.65713 1.02537 5.07517 0.0 0.8 1.1 0.22
H -3.43566 1.67115 5.12834 -0.1 0.0 0.0 0.23
H -3.45742 2.51770 6.60099 0.5 -0.1 0.7 0.35
H -2.91338 0.74023 6.43508 0.1 0.3 0.7 0.41
H -0.11695 0.00688 5.53047 0.0 0.0 0.1 0.33
C 4.54311 -0.06492 -0.59316 0.5 0.0 1.9 -1.96
C 3.98818 1.10967 -1.40942 0.0 0.5 0.2 2.27
C 5.25772 1.95718 -1.69404 1.1 -1.0 -1.4 -1.52
C 5.18533 2.96884 -2.81632 -1.9 0.4 -0.4 -0.77
C 4.66827 2.30252 -4.12029 0.9 -0.3 1.5 -1.22
C 3.35396 1.53536 -3.88326 0.9 -0.4 -0.5 1.36
N 3.48741 0.63484 -2.69610 1.7 -0.2 -0.9 -0.48
O 2.41822 -0.29894 -2.59270 0.0 1.5 0.3 1.36
C 2.19377 2.53246 -3.82481 -0.4 -1.6 0.5 -1.49
C 3.22263 0.60282 -5.07074 -1.0 -0.2 -1.4 -1.80
C 2.95022 1.92915 -0.62782 -0.3 1.5 0.5 -1.35
H 3.84698 -0.59320 0.06257 -0.5 -0.2 -0.7 0.18
H 5.22749 0.29361 0.19065 -0.2 0.7 -0.1 0.49
H 5.23932 -0.75668 -1.06422 -0.6 0.0 -0.8 0.48
H 5.74698 2.41439 -0.83590 -0.5 -0.3 0.4 0.41
H 5.91879 1.15736 -2.05297 0.5 0.3 0.1 0.47
H 6.07236 3.57788 -2.97735 0.3 -0.4 0.1 0.49
H 4.42514 3.68804 -2.47715 0.0 0.3 -0.3 0.28
H 5.39475 1.53999 -4.41414 0.2 0.1 -0.1 0.40
H 4.59748 3.01624 -4.93946 -0.3 0.0 0.0 0.43
H 2.38323 3.21673 -3.00513 -0.2 0.6 -0.5 0.29
H 1.96085 2.92869 -4.80955 0.3 0.5 0.2 0.50
H 1.30012 1.94506 -3.56281 -0.2 0.2 0.1 0.11
H 2.29454 0.03061 -5.00764 0.1 -0.2 0.0 0.24
H 3.16870 1.14175 -6.02382 -0.2 0.5 0.2 0.51
H 4.04681 -0.07543 -5.29430 0.2 -0.1 0.9 0.28
H 2.42705 1.45377 0.19967 0.2 -0.3 -0.1 -0.41
H 2.18424 2.46111 -1.20110 -0.2 -0.8 -0.5 0.37
H 3.39058 2.85706 -0.24113 0.5 -0.4 0.5 0.42
H 1.68927 0.34074 -2.55858 -0.7 -0.7 0.2 -0.30
C 0.79362 -4.11883 -4.35058 0.5 0.1 0.4 -1.97
C 2.18149 -4.53308 -3.81532 -1.9 -1.5 -1.2 1.56
C 3.20225 -3.62962 -4.46194 1.3 1.9 0.3 -0.96
C 4.54992 -3.56041 -3.75488 -0.7 -0.9 1.0 -1.09
C 4.30110 -3.24584 -2.27617 1.1 0.2 -0.5 -0.33
C 3.38733 -4.22689 -1.54342 0.7 -0.3 -1.1 1.92
N 2.16549 -4.42751 -2.34731 -0.3 1.6 0.4 1.14
O 1.32358 -5.38719 -1.75142 0.3 -0.2 -0.3 -0.39
C 4.22030 -5.51857 -1.31321 -0.2 0.1 0.6 -1.89
C 3.00818 -3.64261 -0.20913 -0.4 -0.3 2.0 -1.83
C 2.37756 -5.99211 -4.32109 2.1 -0.4 0.9 -1.77
H 0.62946 -3.07955 -4.05176 -0.2 0.1 -0.5 0.22
H -0.01915 -4.74298 -3.97694 0.1 -0.1 0.1 0.32
H 0.85778 -4.27900 -5.42664 -0.3 0.5 -0.1 0.49
H 3.40645 -3.80597 -5.51768 -0.6 -0.4 0.0 0.51
H 2.86807 -2.58596 -4.39391 -0.5 -0.1 -0.1 -0.05
H 5.19811 -2.77167 -4.13107 0.0 -0.2 -0.4 0.51
H 5.04306 -4.53539 -3.80555 0.3 0.1 -0.3 0.38
H 4.02326 -2.19492 -2.19619 -0.5 -0.2 0.1 -1.01
H 5.29473 -3.33515 -1.82635 -0.1 0.2 0.4 0.81
H 4.67957 -6.03512 -2.15478 -0.2 0.4 -0.4 0.33
H 5.04525 -5.17300 -0.69026 0.0 -0.4 0.2 0.51
H 3.65373 -6.28140 -0.77321 0.1 0.1 0.2 0.44
H 3.78605 -3.63647 0.56285 0.7 0.1 -0.6 0.42
H 2.65255 -2.60945 -0.18642 -0.2 0.0 -0.6 -0.07
H 2.31107 -4.27484 0.35607 -0.5 0.0 -0.5 0.41
H 3.14389 -6.36874 -3.62993 0.0 -0.5 -0.3 0.39
H 2.87398 -6.03528 -5.29096 -0.1 0.3 -0.1 0.38
H 1.61101 -6.76433 -4.35904 -0.7 0.6 0.3 0.33
H 1.81653 -6.21645 -1.85304 -0.3 -0.3 0.1 0.31
C -5.51383 -1.97671 1.66606 0.3 -0.8 0.0 -2.03
C -5.89353 -0.65027 1.05090 -0.4 0.9 -0.9 1.68
C -7.41195 -0.42967 1.34953 1.2 0.1 0.2 -1.14
C -7.91716 0.94179 0.96502 1.2 0.7 0.0 -0.73
C -7.10601 2.04978 1.68260 0.0 -1.6 0.3 -1.12
C -5.56375 1.82436 1.68542 0.0 1.3 -1.0 1.50
N -5.16360 0.42027 1.72698 -1.1 -0.4 1.1 0.31
O -3.76934 0.24952 1.69453 -0.3 0.4 -0.5 -0.09
C -5.04832 2.51805 0.37995 -0.7 -0.1 0.3 -1.61
C -4.96760 2.49843 2.91349 -0.1 0.6 0.4 -1.98
C -5.67944 -0.69724 -0.47679 0.6 -0.4 -0.2 -1.45
H -4.52615 -2.33162 1.36386 0.1 0.3 0.1 0.31
H -5.54413 -1.94642 2.75466 0.0 0.1 0.0 0.39
H -6.19412 -2.76132 1.32501 -0.2 0.1 0.0 0.48
H -7.92108 -1.22467 0.80574 -0.3 -0.1 0.4 0.41
H -7.38837 -0.54403 2.43651 -0.9 -0.3 0.0 0.44
H -7.72810 1.09314 -0.10172 -0.4 -0.1 -0.1 0.28
H -8.96891 1.13872 1.16507 -0.1 -0.4 -0.1 0.42
H -7.39125 2.06839 2.73637 -0.3 0.2 -0.1 0.45
H -7.38268 2.96456 1.16258 0.4 0.4 0.5 0.34
H -5.32610 3.56589 0.24626 0.3 0.2 0.8 0.44
H -5.62226 2.10423 -0.45294 0.8 -0.6 -0.3 0.41
H -3.95928 2.44519 0.35694 0.0 0.0 -0.7 0.28
H -3.87826 2.46992 2.94192 0.0 -0.2 -0.1 0.18
H -5.35064 2.05666 3.83481 0.1 -0.3 -0.1 0.53
H -5.26811 3.54821 2.98334 0.0 0.0 -0.3 0.44
H -6.34075 -0.04602 -1.04493 -0.2 -0.2 0.0 0.32
H -4.66469 -0.43369 -0.79981 0.1 0.1 0.4 0.00
H -5.76922 -1.73361 -0.80999 -0.4 0.1 -0.2 0.48
H -3.52188 0.73729 0.89461 0.4 -0.3 0.0 -0.06
```
Forces are in eV/Å.

Values from the calculation:
largest force on an atom: 6.3 eV/Å
highest occupied orbital energy: -10.092 eV
net charge: +1